69
Properties=species:S:1:pos:R:3:mulliken_charge:R:1 method="wB97M-V/def2-TZVPD" charge=0 homo_lumo_gap_ev=6.90 e_lumo_ev=0.3 energy_ha=-2941.90717 e_above_lowest_kj_mol=343.0
Sr -0.91673 -0.46193 -1.12556 1.39
C 3.61999 -2.34768 0.05476 -0.74
C 3.34018 -2.94062 1.27952 -0.52
C 2.25002 -2.50081 2.00201 -0.54
C 1.43859 -1.48214 1.48693 0.21
N 1.69185 -0.94297 0.28496 0.23
C 2.76066 -1.35643 -0.39053 -0.49
C 0.29725 -0.92707 2.25547 0.62
C 0.49162 -0.69042 3.61843 -0.76
C -0.50043 -0.07925 4.36775 -0.68
C -1.68699 0.27430 3.74354 -0.61
C -1.86093 0.01628 2.38572 -0.29
C -0.88342 -0.58109 1.57236 -0.17
H 4.48643 -2.63026 -0.52894 0.46
H 3.97046 -3.73344 1.66444 0.40
H 1.99870 -2.94236 2.95611 0.49
H 2.94800 -0.85096 -1.33423 0.41
H 1.43464 -0.94658 4.09037 0.38
H -0.34408 0.12772 5.41914 0.37
H -2.47588 0.75153 4.31595 0.37
H -2.81688 0.30788 1.95028 0.31
C -3.01843 3.84007 -2.17625 -0.51
C -2.21360 3.64114 -0.94562 0.70
N -2.41456 4.22700 0.18745 -0.84
N -1.38292 3.80501 0.97765 0.20
C -0.53633 2.94414 0.37782 0.10
S 0.82359 2.21077 0.93869 -0.31
N -1.09620 2.84158 -0.88614 0.53
N -0.60371 1.93467 -1.80994 -0.74
H -4.04473 4.06852 -1.89748 0.34
H -3.00746 2.94688 -2.79685 -0.17
H -2.62048 4.67403 -2.75737 0.31
H -1.34048 4.06146 1.94723 0.19
H -0.21544 2.39903 -2.62332 0.24
H -1.36033 1.34961 -2.17298 -0.71
C -2.13032 -2.69922 -2.51800 0.28
C -2.43664 -2.74236 -4.01718 0.30
C -1.32680 -3.38125 -4.83679 -1.20
O -2.69104 -1.39471 -4.51986 -0.53
P -2.05285 -0.13035 -3.75989 1.26
S -3.26981 0.20297 -2.16566 -0.24
S -0.05398 -0.39502 -3.63942 -0.32
O -2.24053 1.08321 -4.77711 -0.19
C -3.25550 1.12023 -5.81968 0.69
C -2.69453 0.47729 -7.07073 -1.23
C -3.61099 2.57983 -6.01607 -1.44
H -1.50670 -3.52412 -2.18858 0.40
H -3.03417 -2.64651 -1.91590 0.55
H -1.60629 -1.75984 -2.41703 -2.17
H -3.37128 -3.27580 -4.19806 0.35
H -0.33960 -3.10654 -4.46602 0.15
H -1.40430 -3.06878 -5.87761 0.29
H -1.43074 -4.46727 -4.79694 0.38
H -4.12736 0.56797 -5.45566 0.32
H -1.76865 0.97544 -7.36094 0.31
H -3.41309 0.57596 -7.88628 0.42
H -2.49020 -0.57986 -6.91070 0.21
H -2.70577 3.16196 -6.19364 0.30
H -4.12235 2.98163 -5.14304 0.30
H -4.26625 2.68952 -6.88145 0.44
C 1.06681 -5.85355 -2.62442 -1.18
C 1.72341 -4.65455 -1.93854 -0.19
C 0.81300 -3.98109 -1.01997 0.39
N 0.09684 -3.45528 -0.29108 -0.39
H 1.76399 -6.30542 -3.32820 0.38
H 0.17617 -5.54889 -3.17336 0.16
H 0.77537 -6.60686 -1.89439 0.36
H 2.05594 -3.91384 -2.66896 0.27
H 2.60321 -4.95297 -1.36704 0.39